Run a
Entry from OMol25: one molecule with the formula C19H22N4O2 (ωB97M-V/def2-TZVPD).

Last column: Löwdin charge in e.
CARTESIAN COORDINATES (ANGSTROEM)
1 C -2.51426 -3.97614 0.48287  -0.049
2 C -1.28921 -3.20173 0.10412  -0.277
3 C -0.03605 -3.57651 0.57739  -0.039
4 C 1.10059 -2.87872 0.21507  -0.042
5 C 1.01118 -1.77503 -0.62482  -0.231
6 C 2.23000 -0.99322 -1.02373  -0.145
7 N 3.03154 -0.51864 0.10937  -0.158
8 C 2.28089 -0.03617 1.24828  -0.155
9 C 1.35244 1.13619 0.88352  -0.120
10 N 1.98493 1.95918 -0.12462  -0.169
11 N 1.39864 2.44918 -1.19427  0.067
12 C 0.14259 2.55208 -1.40478  -0.126
13 C -1.01010 2.33349 -0.51942  -0.218
14 C -1.07202 2.94474 0.73894  -0.040
15 C -2.17137 2.77949 1.56246  -0.052
16 C -3.23519 1.99531 1.15719  0.006
17 C -3.18611 1.40362 -0.10043  -0.149
18 N -4.27712 0.56900 -0.52494  -0.354
19 O -4.11128 -0.11799 -1.51298  0.066
20 O -5.29574 0.58686 0.13413  0.085
21 C -2.10350 1.58544 -0.94729  0.036
22 C 3.42918 1.93635 -0.15568  -0.122
23 C 3.98995 0.49527 -0.29619  -0.162
24 C -0.23752 -1.40669 -1.10552  -0.038
25 C -1.37386 -2.11054 -0.74986  -0.030
26 H -2.45112 -4.32617 1.51120  0.077
27 H -2.61591 -4.84893 -0.16289  0.085
28 H -3.40806 -3.36787 0.36811  0.076
29 H 0.04833 -4.42999 1.23550  0.111
30 H 2.06899 -3.18224 0.58512  0.120
31 H 2.89386 -1.64168 -1.61007  0.131
32 H 1.91576 -0.16579 -1.67677  0.114
33 H 1.68145 -0.84873 1.66172  0.113
34 H 3.00926 0.26853 2.00431  0.123
35 H 1.09916 1.72084 1.77880  0.119
36 H 0.42585 0.73270 0.46606  0.106
37 H -0.09719 2.88978 -2.40603  0.109
38 H -0.25265 3.57367 1.05477  0.121
39 H -2.19826 3.26359 2.52675  0.110
40 H -4.09593 1.83371 1.78657  0.118
41 H -2.11538 1.12746 -1.92500  0.125
42 H 3.79450 2.38569 0.77492  0.115
43 H 3.74543 2.55971 -0.99131  0.116
44 H 4.28925 0.29936 -1.32604  0.114
45 H 4.87755 0.39512 0.33803  0.114
46 H -0.31991 -0.56397 -1.77768  0.103
47 H -2.33358 -1.80960 -1.14491  0.095

Computed properties:
- Frontier orbital gap: 7.4291 eV
- SMILES: Cc1ccc(CN2CCN(/N=C\c3cccc([N+](=O)[O-])c3)CC2)cc1

---

Run b
Entry from OMol25: one molecule with the formula C19H22N4O2 (ωB97M-V/def2-TZVPD).

Last column: Löwdin charge in e.
CARTESIAN COORDINATES (ANGSTROEM)
1 C -3.66983 -0.87078 0.74885  -0.045
2 C -2.99478 0.14730 1.67219  -0.365
3 C -3.14987 -0.25005 3.14199  -0.052
4 C -1.54099 0.29399 1.31168  -0.137
5 C -0.68726 -0.81322 1.35321  0.033
6 C 0.62537 -0.74564 0.94009  -0.220
7 N 1.40357 -1.87229 0.77249  0.075
8 C 0.82698 -2.96787 0.01646  -0.141
9 C 0.64749 -2.58892 -1.46541  -0.187
10 O 0.04094 -1.32086 -1.50580  -0.158
11 C -0.37160 -0.89452 -2.78185  -0.182
12 C -0.91009 0.52845 -2.66359  -0.219
13 O -2.17721 0.49169 -2.05259  -0.060
14 N 1.16254 0.48065 0.68944  0.140
15 C 0.34124 1.61799 0.56842  -0.228
16 N 0.99417 2.67589 0.16630  0.179
17 C 2.28859 2.28367 0.02081  -0.225
18 C 3.38678 3.04438 -0.37061  -0.011
19 C 4.61745 2.42954 -0.41024  -0.093
20 C 4.76871 1.09156 -0.04534  -0.099
21 C 3.69297 0.31846 0.34705  -0.030
22 C 2.43558 0.90838 0.35042  -0.122
23 C -1.03839 1.50451 0.86282  -0.123
24 C -1.86142 2.61666 0.61523  -0.206
25 N -2.55501 3.49863 0.36857  0.175
26 H -3.32108 -1.87882 0.96021  0.076
27 H -3.44813 -0.63774 -0.29002  0.067
28 H -4.74720 -0.84522 0.89334  0.082
29 H -3.48115 1.11725 1.52588  0.126
30 H -4.20461 -0.32238 3.39615  0.081
31 H -2.68214 -1.21214 3.33819  0.075
32 H -2.69015 0.49488 3.78802  0.085
33 H -1.08618 -1.77105 1.63671  0.115
34 H 2.32388 -1.64458 0.41898  0.093
35 H 1.48747 -3.83293 0.10058  0.125
36 H -0.14269 -3.22118 0.44154  0.113
37 H 0.02534 -3.34235 -1.96893  0.129
38 H 1.62501 -2.55348 -1.97637  0.130
39 H -1.16277 -1.55315 -3.16545  0.133
40 H 0.47785 -0.90848 -3.48181  0.131
41 H -0.98166 0.96188 -3.67172  0.124
42 H -0.20533 1.12580 -2.07271  0.116
43 H -2.43483 1.38787 -1.80638  0.084
44 H 3.25650 4.08463 -0.61984  0.112
45 H 5.48921 2.99195 -0.70985  0.101
46 H 5.75357 0.64893 -0.05733  0.099
47 H 3.87314 -0.69728 0.67022  0.099

Computed properties:
- Frontier orbital gap: 7.8484 eV
- SMILES: CC(C)c1cc(NCCOCCO)n2c(nc3ccccc32)c1C#N

---

Least stable of them? run a.

---

Run a
Entry from OMol25: a 4-piece molecular cluster, C4H16O4 overall (ωB97M-V/def2-TZVPD).

Last column: Löwdin charge in e.
CARTESIAN COORDINATES (ANGSTROEM)
1 C 12.86337 -5.42563 13.30186  -0.094
2 C 13.85000 -5.31805 12.14740  -0.309
3 O 15.14334 -4.91537 12.61993  -0.092
4 H 11.94447 -5.96265 13.07868  0.068
5 H 12.63546 -4.42852 13.67949  0.073
6 H 13.40508 -5.99203 14.06842  0.077
7 H 13.53232 -4.60796 11.37984  0.108
8 H 14.02760 -6.28995 11.68799  0.107
9 H 15.03490 -4.24415 13.29995  0.072
10 C 10.24928 -13.08317 12.18690  -0.091
11 C 10.22976 -12.05910 13.31540  -0.278
12 O 10.46817 -10.74044 12.78684  -0.105
13 H 10.24988 -14.11585 12.53793  0.073
14 H 11.10020 -12.92149 11.52539  0.076
15 H 9.35966 -12.99155 11.55200  0.074
16 H 11.05560 -12.25699 13.99348  0.113
17 H 9.26835 -12.09326 13.82628  0.111
18 H 9.67851 -10.50220 12.29057  0.097
19 O 12.41691 -8.85106 12.30389  -0.064
20 H 11.95223 -9.62474 12.66238  0.016
21 H 12.71326 -8.35078 13.06890  0.038
22 O 10.93965 -8.60935 9.95437  -0.081
23 H 11.26260 -9.44477 9.60800  0.025
24 H 11.47770 -8.45756 10.75108  -0.015

Computed properties:
- Frontier orbital gap: 10.8853 eV
- SMILES: CCO.CCO.O.O

---

Run b
Entry from OMol25: a 5-piece molecular cluster, C4H16O4 overall (ωB97M-V/def2-TZVPD).

Last column: Löwdin charge in e.
CARTESIAN COORDINATES (ANGSTROEM)
1 C 1.35843 -1.19302 -2.14920  -0.110
2 C -0.00889 -1.63348 -1.72882  -0.186
3 C -0.24206 -2.11651 -0.51605  -0.182
4 C -1.57264 -2.64591 -0.05664  -0.107
5 H 2.11662 -1.51527 -1.44584  0.070
6 H 1.61329 -1.49233 -3.15582  0.069
7 H 1.48307 -0.10538 -2.11063  0.054
8 H -0.82353 -1.58357 -2.45104  0.107
9 H 0.61892 -2.18001 0.14125  0.100
10 H -2.40938 -2.02292 -0.36921  0.071
11 H -1.77748 -3.62369 -0.50288  0.075
12 H -1.56298 -2.73400 1.02091  0.058
13 O -0.30058 2.07672 -2.56956  -0.047
14 H 0.23859 1.36191 -2.90613  0.008
15 H -0.57254 1.94747 -1.66216  0.018
16 O 2.33734 1.49471 2.15319  -0.065
17 H 3.01914 0.86450 1.89687  0.033
18 H 1.86958 1.01938 2.86467  0.028
19 O -0.40130 0.11162 2.72626  -0.072
20 H -0.27745 0.86443 2.12553  -0.009
21 H -1.28484 -0.20284 2.51130  0.032
22 O -1.12268 2.48210 1.24196  -0.052
23 H -1.47011 2.78220 2.08849  0.053
24 H -1.59701 2.98338 0.56070  0.055

Computed properties:
- Frontier orbital gap: 9.6213 eV
- SMILES: C/C=C/C.O.O.O.O

---

Least stable of them? run b.

---

Run a
Entry from OMol25: a 4-piece molecular cluster, C4H16O4 overall (ωB97M-V/def2-TZVPD).

Last column: Löwdin charge in e.
CARTESIAN COORDINATES (ANGSTROEM)
1 C 1.24761 2.14769 -1.44116  -0.100
2 C 0.63664 1.89182 -0.05686  -0.227
3 C -0.77582 1.34486 -0.01481  -0.410
4 C -1.19954 0.47733 1.18243  -0.029
5 O -0.86786 0.57095 -1.23466  -0.100
6 H 0.40170 2.64120 -1.94695  0.081
7 H 1.26587 1.22459 -1.97760  0.049
8 H 2.20039 2.66623 -1.58276  0.079
9 H 1.29652 1.09800 0.41003  0.116
10 H 0.82954 2.74559 0.54286  0.093
11 H -1.53416 2.14004 -0.22518  0.153
12 H -1.05917 -0.56453 0.85697  0.072
13 H -0.66088 0.81801 2.05099  0.069
14 H -2.26682 0.45014 1.49624  0.092
15 H -0.62169 -0.36146 -1.11362  0.071
16 O 0.45132 -3.55601 -0.44655  -0.070
17 H 1.11319 -2.83377 -0.57031  0.053
18 H 0.58133 -3.87377 -1.35315  0.047
19 O -2.66549 -2.38605 -1.40440  -0.049
20 H -1.89804 -2.62865 -0.88728  -0.003
21 H -2.62024 -1.50639 -1.77064  0.019
22 O 2.20015 -0.96227 3.50402  -0.063
23 H 2.35413 -0.11147 3.05044  0.038
24 H 1.59131 -1.43206 2.93197  0.019

Computed properties:
- Frontier orbital gap: 10.6573 eV
- SMILES: CC[C@H](C)O.O.O.O

---

Run b
Entry from OMol25: a 4-piece molecular cluster, C4H16O4 overall (ωB97M-V/def2-TZVPD).

Last column: Löwdin charge in e.
CARTESIAN COORDINATES (ANGSTROEM)
1 C 0.37609 -3.22889 0.33416  -0.185
2 O 0.04354 -2.53160 -0.85270  -0.148
3 H 0.20730 -2.43933 1.26501  0.119
4 H 1.36142 -3.83786 0.17255  0.094
5 H -0.52595 -3.97414 0.55778  0.091
6 H 0.08436 -1.61502 -0.80050  -0.018
7 C 1.56679 1.27577 2.67797  -0.124
8 O 2.47354 0.76031 1.72984  -0.068
9 H 2.07718 2.18746 2.91994  0.075
10 H 1.54119 0.59169 3.56685  0.107
11 H 0.60551 1.68065 2.29709  0.102
12 H 3.27508 0.88603 2.00035  -0.010
13 C 0.92106 0.74670 -1.18023  -0.183
14 O 0.23943 0.27400 -0.09341  -0.111
15 H 0.72485 1.84952 -1.23455  0.104
16 H 0.52373 0.57989 -2.08718  0.043
17 H 1.97497 0.69261 -1.21297  0.081
18 H 0.83884 0.56056 0.63170  0.053
19 C -3.30135 0.90600 -2.05166  -0.190
20 O -2.82646 1.40668 -0.88672  -0.076
21 H -2.38599 0.63852 -2.58427  0.084
22 H -3.96639 1.63626 -2.42240  0.070
23 H -3.82106 -0.06894 -1.97355  0.086
24 H -2.00767 1.02312 -0.77310  0.005

Computed properties:
- Frontier orbital gap: 10.3056 eV
- SMILES: CO.CO.CO.CO

---

Least stable of them? run b.

---

Run a
Entry from OMol25: a 4-piece molecular cluster, C4H16O4 overall (ωB97M-V/def2-TZVPD).

Last column: Löwdin charge in e.
CARTESIAN COORDINATES (ANGSTROEM)
1 C 2.98012 1.95708 1.70063  -0.150
2 O 1.59887 1.74420 1.51846  -0.129
3 H 3.43716 1.06260 2.11986  0.081
4 H 3.48181 2.16427 0.74930  0.080
5 H 3.21360 2.77775 2.38424  0.080
6 H 1.11556 2.56609 1.41222  0.084
7 C -1.32881 0.92010 -0.18001  -0.138
8 O -0.18569 0.07834 -0.29783  -0.141
9 H -1.29030 1.64727 -1.01257  0.084
10 H -2.28075 0.41477 -0.29237  0.083
11 H -1.28607 1.57790 0.69508  0.075
12 H 0.57719 0.61905 -0.05373  0.060
13 C 0.40647 -1.83520 2.50212  -0.146
14 O -0.20610 -2.30354 1.28577  -0.150
15 H -0.38916 -1.57515 3.20548  0.073
16 H 1.04934 -2.61150 2.91158  0.070
17 H 0.99835 -0.94424 2.28003  0.058
18 H -0.19812 -1.55079 0.66786  0.024
19 C -1.92063 -1.31277 -3.29838  -0.161
20 O -2.10040 -0.12879 -4.04866  -0.119
21 H -1.53855 -1.06653 -2.31234  0.057
22 H -2.86015 -1.85519 -3.13595  0.076
23 H -1.27283 -2.01935 -3.82010  0.080
24 H -2.00090 -0.32638 -4.98070  0.069

Computed properties:
- Frontier orbital gap: 10.0024 eV
- SMILES: CO.CO.CO.CO

---

Run b
Entry from OMol25: a 5-piece molecular cluster, C4H16O4 overall (ωB97M-V/def2-TZVPD).

Last column: Löwdin charge in e.
CARTESIAN COORDINATES (ANGSTROEM)
1 C 1.12990 -1.78595 -0.46778  -0.008
2 C 0.66077 -0.55340 -0.25686  -0.239
3 C 1.01794 0.51853 0.71459  -0.259
4 C 1.43575 1.80627 0.01993  -0.087
5 H 1.18647 -2.44224 -1.32388  0.067
6 H 1.86800 -2.05921 0.28882  0.073
7 H -0.09784 -0.06363 -0.87946  0.107
8 H 1.74037 0.18998 1.47801  0.118
9 H 0.10561 0.75993 1.27035  0.098
10 H 2.28988 1.61236 -0.62815  0.067
11 H 1.64644 2.55866 0.77649  0.077
12 H 0.59816 2.16052 -0.58810  0.080
13 O -2.40261 1.31047 2.37928  -0.062
14 H -2.74973 1.27365 1.46506  0.005
15 H -2.63864 0.45559 2.72127  0.015
16 O 3.02269 -0.21512 -2.54559  -0.045
17 H 2.77732 -0.34169 -3.45821  0.032
18 H 2.31765 -0.62433 -2.05019  -0.029
19 O -2.66603 0.77019 -0.52634  -0.060
20 H -2.53434 0.00328 0.06585  -0.001
21 H -3.51319 0.58194 -0.91811  0.042
22 O -1.98233 -1.69076 0.98090  -0.050
23 H -2.14892 -2.61844 0.81796  0.051
24 H -1.06332 -1.60658 0.66416  0.009

Computed properties:
- Frontier orbital gap: 10.6232 eV
- SMILES: C=CCC.O.O.O.O

---

Least stable of them? run a.